1.
Entry from the OMol25 dataset: an isolated molecule of C4H7NOS2 in a non-equilibrium geometry (ωB97M-V with the def2-TZVPD basis set).

SMILES: CN(C=S)C(=S)CO
E_HOMO: -9.10 eV
charge: 0
HOMO-LUMO gap: 8.09 eV
energy above the lowest of the compared OMol25 structures with the same formula, charge and spin: 32.1 kcal per mole

Last column: Mulliken charge in e.
Geometry (Å):
C -0.04119 2.05532 0.14282  -1.097
C 1.75217 0.42064 0.05477  0.078
C -0.67300 -0.27580 -0.05927  0.468
C -0.35484 -1.77154 0.00535  -0.580
H -0.83440 2.13290 0.90975  0.375
H -0.41464 2.38069 -0.82840  0.369
H 0.83707 2.63508 0.41058  0.329
H 2.29093 1.34872 0.24282  0.213
H 0.33417 -1.95795 0.83850  0.323
H 0.10441 -2.06306 -0.94346  0.328
H -2.17171 -2.22463 -0.33466  0.298
N 0.37941 0.62219 -0.02986  0.006
O -1.48545 -2.60154 0.24499  -0.489
S 2.52039 -0.95591 -0.29637  -0.286
S -2.24333 0.25489 -0.35757  -0.335



2.
Entry from the OMol25 dataset: a cluster of 2 separate species, C4H12N2O in total in a non-equilibrium geometry (ωB97M-V with the def2-TZVPD basis set).

SMILES: [H]/N=C\NCCC.O
E_HOMO: -8.84 eV
charge: 0
HOMO-LUMO gap: 9.77 eV
energy above the lowest of the compared OMol25 structures with the same formula, charge and spin: 45.1 kcal per mole

Last column: Mulliken charge in e.
Geometry (Å):
C -0.41917 -2.74269 1.66420  -1.232
C -0.72452 -1.56704 0.72366  -0.166
C 0.13495 -0.36037 1.22636  -0.968
N 0.16489 0.76613 0.33979  -0.241
C 1.32314 0.96869 -0.38976  0.236
N 1.52853 1.91125 -1.22206  -0.805
H -0.06847 -2.49284 2.66851  0.324
H 0.31765 -3.40790 1.19979  0.329
H -1.21859 -3.49554 1.73449  0.349
H -0.39137 -1.86622 -0.27283  0.272
H -1.76041 -1.29685 0.92380  0.306
H 1.09729 -0.86225 1.34643  0.397
H -0.15560 -0.08679 2.25823  0.260
H -0.66867 0.96605 -0.20118  0.354
H 2.19973 0.49932 0.05551  0.336
H 0.93998 2.73760 -1.19312  0.293
H -1.69384 0.65834 -2.71411  0.307
H -0.58616 1.72942 -2.18512  0.352
O -1.43778 1.31204 -2.05443  -0.704



3.
Entry from the OMol25 dataset: a cluster of 2 separate species, C4H14NOS2 in total in a non-equilibrium geometry (ωB97M-V with the def2-TZVPD basis set).

E_HOMO: -12.36 eV
charge: +1
HOMO-LUMO gap: 9.09 eV
energy above the lowest of the compared OMol25 structures with the same formula, charge and spin: 19.7 kcal per mole

Last column: Mulliken charge in e.
Geometry (Å):
N -0.71722 -0.18006 2.46015  -0.171
C 0.02102 -1.43481 2.07364  -0.510
C 0.42516 -1.45834 0.61550  -0.710
S 0.99687 0.21538 0.09149  -0.117
S -0.17485 0.62191 -1.56705  -0.041
C 0.90896 0.54295 -2.97292  -0.501
C 1.17294 -0.81702 -3.56479  -0.906
H -1.66020 -0.39291 2.75355  0.378
H -0.26306 0.41316 3.14965  0.324
H -0.73942 0.39408 1.59450  0.160
H -0.50770 -2.28978 2.49937  0.395
H 0.91495 -1.51938 2.69064  0.307
H -0.42749 -1.66058 -0.02238  0.406
H 1.27341 -2.10047 0.44801  0.404
H 0.39869 1.21544 -3.63424  0.367
H 1.81349 1.11721 -2.86137  0.383
H 2.14526 -0.94329 -4.06237  0.326
H 0.57135 -1.05779 -4.44350  0.286
H 1.11345 -1.61505 -2.82455  0.211
H -2.52603 3.96493 1.79119  0.324
H -2.59836 3.57462 3.30512  0.324
O -2.14122 3.40980 2.48035  -0.639



4.
Entry from the OMol25 dataset: a structure of composition C4H7NaO2 in a non-equilibrium geometry (ωB97M-V with the def2-TZVPD basis set).

E_HOMO (alpha / beta): -11.92 / -13.79 eV
charge: +1
HOMO-LUMO gap (alpha / beta): 7.47 / 9.36 eV
multiplicity: 2
energy above the lowest of the compared OMol25 structures with the same formula, charge and spin: 0.0 kcal per mole

Last column: Mulliken charge in e.
Geometry (Å):
H -0.38980 -0.12376 -1.60328  0.348
O 0.04806 0.11320 0.26934  -0.237
C 0.90677 1.00526 -0.15128  -0.112
Na 0.47590 3.43978 0.08652  0.985
O 2.16626 0.63901 -0.02350  -0.202
C 2.65803 -0.31307 0.80101  -0.440
H 2.01418 -0.80023 1.52781  0.334
H 3.73343 -0.44401 0.72476  0.325
C -1.07147 0.03908 -0.64697  -0.134
H -1.52174 1.01803 -0.85341  0.242
C -2.05936 -0.96519 -0.13405  -1.003
H -1.96290 -1.92119 -0.66645  0.274
H -1.92583 -1.12246 0.94505  0.307
H -3.07154 -0.56446 -0.27555  0.314



5.
Entry from the OMol25 dataset: an isolated molecule of C5H8O2 (ωB97M-V with the def2-TZVPD basis set).

SMILES: O=CCC1(O)CC1
E_HOMO: -9.85 eV
charge: 0
HOMO-LUMO gap: 10.77 eV
energy above the lowest of the compared OMol25 structures with the same formula, charge and spin: 33.5 kcal per mole

Last column: Mulliken charge in e.
Geometry (Å):
O -0.07067 -0.92034 -1.54885  -0.577
C -0.28256 -0.35816 -0.28532  0.902
C 0.86246 -0.55008 0.69087  -0.879
C 1.95003 0.48881 0.56599  0.030
O 2.08389 1.20987 -0.39116  -0.473
C -1.68628 -0.42630 0.22752  -0.719
C -1.10422 0.89351 -0.21980  -0.633
H 0.52919 -0.32405 -2.01811  0.377
H 0.50950 -0.57640 1.72786  0.321
H 1.32066 -1.53178 0.50340  0.339
H 2.65176 0.55862 1.42854  0.363
H -1.83642 -0.58606 1.29092  0.220
H -2.42503 -0.89658 -0.41281  0.275
H -1.44790 1.28766 -1.17235  0.228
H -0.85498 1.64533 0.52226  0.226



6.
Entry from the OMol25 dataset: a structure of composition C15H28Cl12N4O4 in a non-equilibrium geometry (ωB97M-V with the def2-TZVPD basis set).

E_HOMO: -9.11 eV
charge: 0
HOMO-LUMO gap: 9.18 eV
energy above the lowest of the compared OMol25 structures with the same formula, charge and spin: 62.4 kcal per mole

Last column: Mulliken charge in e.
Geometry (Å):
C -3.35404 1.65473 2.82502  0.282
Cl -3.19857 0.00446 3.24117  -0.070
Cl -4.86100 1.94024 1.97094  -0.113
Cl -3.40725 2.71979 4.18196  -0.116
Cl -2.05123 2.01120 1.76366  0.020
C 1.79398 -0.59278 -4.51655  0.226
Cl 1.84912 1.06422 -5.12963  -0.100
Cl 3.26200 -1.43922 -4.95932  -0.102
Cl 1.59928 -0.47244 -2.76069  0.008
Cl 0.36989 -1.47227 -5.12774  -0.100
C 4.13888 2.83083 0.89752  0.269
Cl 4.62000 1.31749 1.39911  0.038
Cl 5.36626 4.10393 0.92108  -0.112
Cl 3.36673 2.93689 -0.72148  -0.092
Cl 2.87985 3.47918 2.02338  -0.148
C 4.37111 -2.08619 1.57777  0.618
O 5.23679 -1.43949 2.18513  -0.706
N 4.04483 -3.38406 1.69012  0.047
C 2.89255 -3.89774 0.94931  -0.856
C 4.71627 -4.29762 2.71938  -0.918
H 3.69476 -1.55573 0.92304  -0.049
H 3.01646 -4.91956 0.56234  0.344
H 2.64038 -3.34223 0.04246  0.281
H 1.99743 -3.93290 1.63672  0.293
H 3.91673 -4.93996 3.15671  0.314
H 5.47264 -4.94199 2.26160  0.273
H 5.19095 -3.67145 3.40172  0.371
C -2.54342 -0.88901 -1.79720  -0.184
O -1.54190 -0.38655 -1.28078  -0.436
N -3.81161 -0.53515 -1.62255  0.366
C -4.86681 -1.00057 -2.51139  -1.025
C -4.23332 0.40085 -0.54443  -0.706
H -2.44340 -1.77421 -2.47453  0.304
H -5.31519 -0.18512 -3.06693  0.325
H -5.60085 -1.66211 -2.03174  0.316
H -4.40785 -1.61283 -3.26956  0.374
H -4.80664 -0.23691 0.13538  0.560
H -3.38978 0.85532 -0.02052  -0.370
H -4.87862 1.20035 -0.92435  0.454
C -2.60020 3.50251 -1.11553  0.008
O -3.81085 3.49825 -1.29087  -0.617
N -1.69643 2.98313 -1.95999  0.326
C -0.21675 3.01583 -1.73703  -0.580
C -2.21585 2.28933 -3.05969  -1.062
H -2.07863 4.00344 -0.23033  0.368
H 0.02519 3.26122 -0.65613  0.275
H 0.25584 3.82123 -2.40271  0.250
H 0.21797 2.04129 -1.90340  0.035
H -1.60332 1.37202 -3.12924  0.227
H -3.27514 2.16086 -3.07662  0.301
H -1.92128 2.82957 -3.88718  0.448
C -0.50960 -1.60919 2.33121  -0.139
O -0.86092 -2.08756 3.37828  -0.632
N 0.53712 -0.73576 2.19460  0.540
C 0.73928 0.01196 0.96804  0.113
C 1.29982 -0.36655 3.35427  -1.179
H -0.98542 -1.83476 1.36216  0.491
H 1.71761 -0.18570 0.58046  -0.158
H 0.73215 1.00773 1.35743  0.191
H -0.04301 -0.04418 0.21357  -0.162
H 2.28876 -0.23344 3.14995  0.387
H 1.01460 0.59736 3.78595  0.292
H 1.26368 -1.15001 4.06669  0.396